No. 1
ORCA calculation (wB97M-V/def2-TZVPD) on a 3-piece molecular cluster, C24H36ClF2N3O11P2 overall at a distorted geometry.

Properties
- E_LUMO (eV) = -2.08
- HOMO level (eV) = -9.00
- total energy (Eh) = -3269.98760
- SMILES = O=C(Cl)Cc1cnc2ccc(N(C(=O)F)C(=O)F)cc2n1.CCOP(=O)(OCC)OCC.CCOP(=O)(OCC)OCC
- net charge = 0
- Kohn-Sham gap (eV) = 6.9259

Last column: Löwdin charge in e.
Positions of all 79 atoms, in Å:
O -2.959 7.498 3.742  -0.09
C -3.568 6.593 2.955  -0.60
Cl -4.896 7.237 1.820  0.55
C -3.109 5.012 3.085  -0.10
C -2.631 4.396 1.615  -0.14
C -2.299 2.812 1.447  -0.02
N -1.823 2.116 0.202  0.06
C -1.747 3.130 -0.905  -0.14
C -1.243 2.566 -2.393  0.03
C -1.131 3.529 -3.715  0.02
C -1.533 5.116 -3.610  -0.15
N -1.447 5.945 -4.901  0.07
C -1.042 7.374 -4.599  -0.20
O 0.208 7.771 -4.912  0.05
F -1.937 8.413 -4.011  0.00
C -2.914 6.011 -5.373  -0.16
O -3.766 5.097 -4.837  0.02
F -3.431 7.031 -6.318  0.03
C -2.005 5.698 -2.149  0.09
C -2.104 4.713 -0.807  -0.11
N -2.530 5.370 0.476  0.08
H -3.999 4.424 3.569  0.13
H -2.180 4.991 3.821  0.14
H -2.445 2.129 2.415  0.12
H -0.944 1.424 -2.543  0.11
H -0.804 3.122 -4.766  0.11
H -2.308 6.843 -2.011  0.12
C 1.307 -4.783 -5.415  -0.09
C 0.069 -3.911 -5.316  -0.30
O -0.639 -4.138 -4.109  -0.23
P 0.088 -3.651 -2.704  0.73
O -0.333 -2.167 -2.847  -0.24
O -1.156 -4.037 -1.657  -0.23
C -1.772 -2.994 -0.901  -0.30
C -2.929 -2.358 -1.662  -0.08
O 0.559 -5.308 -2.545  -0.21
C 1.777 -5.485 -1.830  -0.32
C 1.718 -4.918 -0.422  -0.08
H 2.049 -4.490 -4.666  0.06
H 1.772 -4.691 -6.401  0.08
H 1.061 -5.834 -5.235  0.09
H 0.333 -2.852 -5.398  0.11
H -0.609 -4.150 -6.141  0.12
H -1.024 -2.244 -0.604  0.10
H -2.149 -3.428 0.029  0.11
H -2.706 -2.185 -2.715  0.07
H -3.217 -1.404 -1.208  0.08
H -3.800 -3.024 -1.644  0.08
H 2.589 -5.017 -2.395  0.10
H 1.977 -6.561 -1.786  0.12
H 1.566 -3.833 -0.435  0.06
H 2.653 -5.116 0.110  0.08
H 0.887 -5.353 0.139  0.09
C 1.049 -1.622 6.768  -0.09
C 0.429 -0.710 5.725  -0.30
O 1.387 -0.264 4.780  -0.24
P 2.009 -1.395 3.744  0.73
O 0.808 -1.353 2.769  -0.24
O 2.956 -0.368 2.827  -0.23
C 2.680 -0.235 1.431  -0.30
C 1.653 0.859 1.165  -0.08
O 3.352 -1.442 4.834  -0.21
C 4.013 -2.701 4.867  -0.32
C 4.549 -3.118 3.508  -0.08
H 1.370 -2.566 6.317  0.06
H 0.331 -1.855 7.559  0.08
H 1.934 -1.158 7.217  0.09
H -0.394 -1.215 5.208  0.11
H 0.020 0.177 6.217  0.12
H 2.359 -1.200 1.012  0.09
H 3.614 0.018 0.925  0.11
H 0.820 0.846 1.868  0.06
H 1.250 0.776 0.151  0.07
H 2.121 1.845 1.269  0.08
H 3.318 -3.456 5.248  0.10
H 4.840 -2.620 5.580  0.12
H 3.739 -3.255 2.784  0.06
H 5.091 -4.065 3.583  0.08
H 5.217 -2.353 3.102  0.09

=====

No. 2
ORCA calculation (wB97M-V/def2-TZVPD) on C35H54F3IrN2O5S as an isolated structure at a distorted geometry.

Properties
- E_LUMO (spin up / spin down) (eV) = -1.94 / -1.94
- HOMO level (spin up / spin down) (eV) = -7.76 / -7.76
- total energy (Eh) = -2653.86883
- net charge = 0
- Kohn-Sham gap (spin up / spin down) (eV) = 5.8125 / 5.8137

Last column: Löwdin charge in e.
Positions of all 101 atoms, in Å:
Ir -0.247 0.269 0.077  1.45
C -0.199 -1.534 -2.620  -0.07
N 0.798 -1.023 -1.673  -0.32
C 1.801 -0.257 -2.421  -0.08
C 1.412 -2.115 -0.922  -0.16
C 2.159 -1.614 0.305  -0.12
N 1.319 -0.864 1.255  -0.15
C 0.525 -1.735 2.159  -0.11
C -0.297 -2.835 1.555  -0.16
C -0.035 -4.130 1.958  0.00
C -0.833 -5.200 1.569  -0.17
C -1.930 -4.889 0.780  0.02
C -2.244 -3.607 0.336  -0.08
C -1.389 -2.531 0.704  -0.30
O -1.584 -1.319 0.251  -0.22
C -3.520 -3.479 -0.520  -0.53
C -3.362 -4.345 -1.782  -0.04
C -4.713 -3.991 0.307  -0.04
C -3.878 -2.058 -0.972  -0.06
C -0.514 -6.614 2.040  -0.56
C 0.902 -7.004 1.588  -0.05
C -0.601 -6.664 3.573  -0.05
C -1.486 -7.654 1.476  -0.07
C 2.128 0.071 2.085  -0.09
C 1.625 1.466 2.397  -0.14
C 2.587 2.377 2.792  -0.01
C 2.286 3.702 3.077  -0.16
C 0.959 4.097 2.929  0.02
C -0.048 3.228 2.554  -0.08
C 0.277 1.858 2.327  -0.33
O -0.661 0.978 2.024  -0.21
C -1.465 3.732 2.253  -0.52
C -1.616 5.229 2.542  -0.06
C -2.503 2.987 3.110  -0.04
C -1.740 3.520 0.752  -0.03
C 3.400 4.670 3.455  -0.55
C 2.885 6.088 3.710  -0.06
C 4.407 4.722 2.295  -0.04
C 4.085 4.171 4.737  -0.05
H 0.268 -2.185 -3.369  0.10
H -0.966 -2.092 -2.087  0.06
H -0.663 -0.692 -3.132  0.10
H 2.261 -0.881 -3.197  0.11
H 1.337 0.608 -2.888  0.09
H 2.574 0.109 -1.755  0.06
H 0.626 -2.803 -0.620  0.11
H 2.122 -2.668 -1.552  0.14
H 2.616 -2.480 0.796  0.15
H 2.958 -0.953 -0.029  0.12
H 1.212 -2.195 2.875  0.13
H -0.141 -1.062 2.703  0.13
H 0.809 -4.312 2.614  0.11
H -2.596 -5.689 0.494  0.09
H -3.239 -5.400 -1.537  0.08
H -4.248 -4.247 -2.413  0.09
H -2.493 -4.026 -2.361  0.08
H -4.609 -5.042 0.575  0.07
H -4.808 -3.411 1.225  0.09
H -5.635 -3.882 -0.267  0.08
H -3.113 -1.628 -1.614  0.06
H -4.814 -2.097 -1.533  0.09
H -4.012 -1.397 -0.119  0.09
H 1.658 -6.350 2.024  0.07
H 1.125 -8.028 1.892  0.08
H 0.981 -6.945 0.501  0.09
H 0.109 -5.979 4.036  0.08
H -1.604 -6.388 3.902  0.09
H -0.386 -7.672 3.934  0.08
H -1.466 -7.663 0.385  0.09
H -1.199 -8.647 1.824  0.08
H -2.507 -7.468 1.813  0.09
H 2.332 -0.427 3.039  0.14
H 3.088 0.219 1.593  0.11
H 3.616 2.040 2.855  0.12
H 0.713 5.135 3.082  0.09
H -1.383 5.453 3.584  0.09
H -0.973 5.825 1.892  0.09
H -2.649 5.527 2.359  0.08
H -2.274 3.118 4.169  0.09
H -3.501 3.388 2.919  0.08
H -2.506 1.925 2.882  0.07
H -0.979 4.033 0.164  0.07
H -1.715 2.456 0.492  0.05
H -2.724 3.910 0.485  0.09
H 2.463 6.520 2.801  0.09
H 2.130 6.099 4.498  0.09
H 3.712 6.721 4.032  0.08
H 3.889 4.980 1.372  0.08
H 5.176 5.473 2.487  0.09
H 4.898 3.760 2.152  0.08
H 3.355 4.092 5.545  0.09
H 4.542 3.192 4.592  0.07
H 4.866 4.869 5.046  0.08
F 3.833 2.051 -2.191  0.12
C 3.486 2.759 -1.107  -0.64
F 3.866 2.038 -0.032  0.11
F 4.180 3.890 -1.106  0.15
S 1.651 3.081 -1.047  0.51
O 1.531 4.184 -0.143  -0.25
O 1.273 3.286 -2.415  -0.27
O 1.190 1.790 -0.505  -0.45

=====

No. 3
ORCA calculation (wB97M-V/def2-TZVPD) on C33H54N4PSTc as an isolated structure.

Properties
- E_LUMO (spin up / spin down) (eV) = -7.73 / -10.63
- multiplicity = 4
- HOMO level (spin up / spin down) (eV) = -15.91 / -16.36
- total energy (Eh) = -2328.39454
- ΔE to the lowest compared entry with this formula, charge and spin (kJ/mol) = 2.8
- net charge = +3
- Kohn-Sham gap (spin up / spin down) (eV) = 8.1873 / 5.7327

Last column: Löwdin charge in e.
Positions of all 94 atoms, in Å:
Tc 0.456 0.051 0.979  1.14
C -2.015 1.507 1.954  -0.15
C -1.039 1.736 3.093  -0.14
N 0.370 1.415 2.691  -0.18
C 1.151 0.890 3.848  -0.22
C 0.724 -0.519 4.238  -0.36
S 0.186 -1.503 2.794  0.94
C -1.639 -1.517 3.052  -0.33
C -2.390 -0.973 1.851  -0.21
N -1.742 0.225 1.250  -0.15
H -3.036 1.521 2.343  0.14
H -1.936 2.309 1.221  0.11
H -1.100 2.771 3.430  0.15
H -1.286 1.118 3.953  0.11
H 0.815 2.288 2.413  0.12
H 2.193 0.888 3.550  0.07
H 1.048 1.561 4.705  0.15
H 1.553 -1.046 4.706  0.09
H -0.096 -0.534 4.953  0.09
H -1.929 -2.549 3.239  0.10
H -1.837 -0.953 3.960  0.08
H -2.440 -1.726 1.070  0.08
H -3.416 -0.736 2.144  0.15
H -2.139 0.310 0.315  0.11
C 4.577 1.300 2.084  -0.08
C 4.271 -0.106 1.556  -0.53
C 4.095 -1.155 2.651  -0.08
P 2.867 -0.097 0.373  1.03
C 3.350 1.038 -1.011  -0.51
C 4.846 0.991 -1.332  -0.08
C 2.557 0.704 -2.278  -0.10
C 2.870 -1.707 -0.444  -0.28
C 4.000 -2.419 -0.757  -0.01
C 3.946 -3.570 -1.571  -0.19
C 5.171 -4.349 -1.891  0.00
C 2.691 -3.951 -2.104  0.03
C 1.547 -3.283 -1.789  0.04
C 1.586 -2.164 -0.893  -0.29
N 0.480 -1.553 -0.452  -0.04
C -0.786 -2.214 -0.645  -0.25
C -1.766 -1.600 -1.440  -0.23
C -1.457 -0.391 -2.282  -0.03
C -3.019 -2.189 -1.520  0.02
C -3.320 -3.384 -0.865  -0.24
C -4.670 -4.023 -1.000  -0.02
C -2.309 -3.993 -0.130  0.01
C -1.036 -3.443 -0.009  -0.22
C -0.002 -4.217 0.771  -0.04
H 5.455 1.262 2.730  0.11
H 3.764 1.719 2.677  0.06
H 4.795 2.004 1.283  0.07
H 5.125 -0.409 0.943  0.10
H 3.291 -0.905 3.342  0.04
H 5.013 -1.224 3.236  0.11
H 3.888 -2.145 2.242  0.08
H 3.085 2.041 -0.660  0.09
H 5.148 -0.004 -1.665  0.09
H 5.485 1.293 -0.505  0.07
H 5.045 1.675 -2.158  0.10
H 2.860 -0.267 -2.675  0.09
H 2.784 1.445 -3.044  0.09
H 1.480 0.686 -2.128  0.04
H 4.969 -2.094 -0.399  0.12
H 6.080 -3.828 -1.599  0.09
H 5.217 -4.585 -2.955  0.11
H 5.144 -5.307 -1.361  0.12
H 2.647 -4.797 -2.779  0.14
H 0.598 -3.590 -2.208  0.14
H -0.774 -0.653 -3.095  0.10
H -0.981 0.410 -1.717  0.03
H -2.366 0.002 -2.735  0.09
H -3.777 -1.724 -2.141  0.13
H -5.440 -3.289 -1.230  0.09
H -4.951 -4.555 -0.093  0.09
H -4.657 -4.752 -1.813  0.11
H -2.513 -4.937 0.363  0.14
H -0.455 -4.690 1.642  0.10
H 0.839 -3.615 1.107  0.04
H 0.403 -5.023 0.155  0.10
C -1.444 4.168 -1.900  -0.01
C 0.005 4.121 -1.388  -0.57
C 0.275 5.249 -0.379  -0.01
C 1.002 4.178 -2.558  -0.01
C 0.195 2.839 -0.691  -0.07
N 0.328 1.838 -0.141  0.08
H -1.588 5.110 -2.427  0.11
H -2.162 4.131 -1.079  0.09
H -1.649 3.355 -2.597  0.09
H 0.134 6.201 -0.890  0.11
H 1.298 5.217 -0.003  0.10
H -0.422 5.214 0.459  0.09
H 0.859 5.126 -3.075  0.11
H 0.827 3.374 -3.272  0.09
H 2.034 4.137 -2.208  0.09

=====

No. 4
ORCA calculation (wB97M-V/def2-TZVPD) on C25H18BrIN5O6Pb as an isolated structure.

Properties
- E_LUMO (eV) = 1.93
- HOMO level (eV) = -4.55
- total energy (Eh) = -4753.50109
- net charge = -1
- Kohn-Sham gap (eV) = 6.4828

Last column: Löwdin charge in e.
Positions of all 57 atoms, in Å:
Pb -0.570 -0.479 -1.020  1.31
Br 0.614 -1.078 3.467  0.69
C -1.255 -0.755 3.210  -0.75
C -1.986 -0.231 4.260  -0.13
C -3.348 -0.060 4.047  -0.06
C -3.885 -0.419 2.826  -0.01
C -3.046 -0.924 1.835  -0.18
N -1.738 -1.086 2.037  0.07
C -3.662 -1.319 0.472  -0.65
O -4.883 -1.502 0.500  0.00
O -2.882 -1.422 -0.515  -0.20
H -1.513 0.029 5.196  0.09
H -3.973 0.344 4.834  0.10
H -4.937 -0.330 2.599  0.11
C -1.045 -4.277 0.277  0.01
C 0.197 -3.933 -0.462  -0.34
N 0.465 -2.765 -1.007  0.04
C 1.693 -2.857 -1.600  -0.12
C 2.186 -4.119 -1.408  -0.08
N 1.226 -4.782 -0.683  0.18
C 3.416 -4.819 -1.838  -0.52
O 4.238 -4.121 -2.565  0.10
O 3.591 -5.979 -1.504  0.06
C 2.314 -1.672 -2.285  -0.56
O 3.446 -1.865 -2.814  0.04
O 1.684 -0.597 -2.263  -0.11
H -1.771 -3.479 0.128  0.06
H -0.843 -4.381 1.344  0.09
H -1.458 -5.218 -0.089  0.08
H 1.331 -5.743 -0.400  0.17
H 3.893 -3.116 -2.687  0.02
C -2.162 4.089 -1.622  -0.04
C -1.838 2.729 -1.592  -0.18
N -0.776 2.242 -0.989  0.03
C 0.076 3.101 -0.367  -0.12
C -0.197 4.490 -0.312  -0.15
C -1.346 4.965 -0.966  -0.02
C 0.687 5.381 0.371  -0.04
C 1.812 4.929 0.959  -0.04
C 2.156 3.546 0.899  -0.15
C 3.359 3.056 1.438  -0.02
C 3.666 1.729 1.306  -0.04
C 2.746 0.896 0.657  -0.13
N 1.611 1.328 0.168  0.09
C 1.303 2.625 0.249  -0.15
H -3.042 4.423 -2.154  0.11
H -2.481 2.004 -2.076  0.08
H -1.561 6.027 -0.945  0.11
H 0.434 6.434 0.397  0.11
H 2.493 5.604 1.464  0.11
H 4.026 3.744 1.943  0.11
H 4.593 1.325 1.690  0.10
H 2.949 -0.163 0.539  0.12
I -0.980 1.074 -4.618  0.57
C -1.442 -0.565 -3.268  -0.81
H -1.056 -1.438 -3.794  -0.07
H -2.530 -0.621 -3.273  -0.07